[1]
C26H23ClN2O4S | ωB97M-V/def2-TZVPD

Calculated values
E_LUMO in Ha: 0.004
Structure (SMILES): Cc1c(Cl)cccc1NS(=O)(=O)c1ccc2c(c1)[C@H]1C=CC[C@H]1[C@@H](c1ccc(C(=O)O)cc1)N2
Kohn-Sham gap in eV: 8.5
Charge: 0
ΔE to the lowest compared entry with this formula, charge and spin in kcal/mol: 0.0

```
57
Properties=species:S:1:pos:R:3:lowdin_charge:R:1
C -3.51395 -0.70895 -2.42913 -0.04
C -4.00915 -1.08793 -1.06484 -0.22
C -3.81276 -2.35451 -0.52698 -0.61
C -4.23646 -2.69137 0.74860 -0.13
C -4.87840 -1.73914 1.52056 -0.07
C -5.11440 -0.47711 1.01168 -0.03
C -4.69321 -0.15206 -0.27381 -0.28
N -4.97324 1.12801 -0.75350 -0.04
S -4.32093 2.47126 0.04397 0.67
O -4.75035 2.44565 1.40692 -0.27
O -4.66202 3.59152 -0.77964 -0.28
C -2.57937 2.13218 -0.06776 -0.28
C -2.00802 1.25535 0.83408 0.00
C -0.68537 0.87209 0.69567 -0.10
C 0.07296 1.41685 -0.35503 -0.19
C -0.53007 2.28895 -1.26885 0.00
C -1.85836 2.63310 -1.13587 -0.07
H -2.34471 3.30368 -1.82646 0.11
H 0.05889 2.68769 -2.08213 0.11
N 1.39122 1.07429 -0.48513 0.07
H 1.92741 1.60103 -1.15755 0.13
C 2.09333 0.63269 0.70622 -0.23
C 3.56364 0.44913 0.40363 -0.15
C 4.25764 1.52744 -0.14690 -0.02
C 5.60096 1.43406 -0.44074 0.00
C 6.29189 0.25318 -0.17763 -0.13
C 5.61589 -0.81713 0.39732 0.01
C 4.26728 -0.71493 0.68546 0.00
H 3.77130 -1.55383 1.14292 0.10
H 6.15109 -1.72729 0.61746 0.12
C 7.73216 0.18642 -0.50737 -0.49
O 8.36311 1.08719 -1.00176 0.11
O 8.29474 -0.99355 -0.20299 0.11
H 9.23501 -0.97760 -0.44017 0.13
H 6.13902 2.26612 -0.86858 0.12
H 3.74439 2.46133 -0.32974 0.12
C 1.34133 -0.58267 1.25321 -0.21
H 1.82951 -0.92085 2.17108 0.15
C 1.20875 -1.76429 0.27332 -0.13
C -0.16158 -2.30020 0.56013 -0.07
C -0.87204 -1.47423 1.30574 -0.04
H -1.88742 -1.61015 1.63083 0.10
C -0.11682 -0.19955 1.59725 -0.20
H -0.22365 0.10856 2.64145 0.15
H -0.48502 -3.25117 0.17577 0.08
H 1.97390 -2.52667 0.41857 0.11
H 1.27229 -1.42075 -0.76208 0.12
H 2.02976 1.42245 1.48209 0.17
H -2.61192 0.88091 1.64513 0.13
H -4.86010 1.24563 -1.74865 0.10
H -5.61234 0.28041 1.59364 0.11
H -5.20530 -1.98934 2.51790 0.11
H -4.05928 -3.68563 1.12718 0.10
Cl -3.00060 -3.57690 -1.44640 0.72
H -2.88897 -1.49716 -2.83832 0.04
H -2.92283 0.20620 -2.37732 0.08
H -4.34884 -0.54845 -3.11242 0.09
```



[2]
C27H55CuN5O14 | ωB97M-V/def2-TZVPD

Calculated values
E_LUMO (alpha / beta) in Ha: -0.015 / -0.094
Kohn-Sham gap (alpha / beta) in eV: 7.2 / 5.1
Charge: 0
ΔE to the lowest compared entry with this formula, charge and spin in kcal/mol: 0.0
2S+1: 2

```
102
Properties=species:S:1:pos:R:3:lowdin_charge:R:1
Cu -1.22779 -27.41986 -16.13322 0.40
C -6.08762 -31.39608 -11.89704 -0.05
C -5.92810 -30.37843 -10.73219 -0.15
N -4.58317 -29.88245 -10.75152 -0.03
C -3.39254 -30.61443 -10.57330 0.02
C -2.38895 -29.70177 -10.61108 -0.01
N -2.89957 -28.45827 -10.86643 -0.05
C -4.21891 -28.58751 -10.89082 -0.02
C -2.09306 -27.24039 -11.05881 0.05
H -7.11055 -31.76117 -11.99632 0.09
H -5.57381 -32.35668 -11.79790 0.06
H -5.71444 -30.97902 -12.83099 0.06
H -6.18335 -30.94766 -9.83839 0.13
H -6.64474 -29.56998 -10.85958 0.12
H -3.44265 -31.68418 -10.67146 0.13
H -1.32714 -29.81446 -10.77031 0.12
H -4.81502 -27.74776 -11.21344 0.14
H -2.52541 -26.78630 -11.94856 0.09
H -1.01785 -27.39980 -11.07319 0.07
H -2.21054 -26.58932 -10.19114 0.10
N 0.33531 -28.15200 -13.14727 -0.51
O -0.25068 -28.30542 -14.24484 -0.02
O 0.60003 -27.00748 -12.76364 -0.02
O 0.64377 -29.16396 -12.44959 -0.05
C -5.11086 -29.52483 -15.69384 0.16
C -6.16383 -29.24251 -14.81929 -0.36
C -6.01668 -28.14883 -13.78616 -0.38
O -6.95982 -27.85102 -13.01440 0.01
C -4.88423 -27.30789 -13.71441 0.02
C -3.78851 -27.52205 -14.58351 -0.33
C -3.85869 -28.77346 -15.51135 -0.25
O -2.84699 -28.96048 -16.18882 0.05
O -2.77750 -26.80898 -14.66328 0.00
O -7.25943 -29.81408 -14.95929 0.10
H -5.37136 -30.18418 -16.51030 0.14
H -4.92254 -26.49473 -13.00517 0.12
C -1.97173 -23.96335 -15.89130 -0.10
O -0.99550 -24.97189 -15.80282 -0.22
C 0.33131 -24.46415 -15.79475 -0.19
C 1.32847 -25.63833 -15.80858 -0.19
N 0.95175 -26.58900 -16.84168 -0.05
C 1.78097 -27.79342 -16.78342 -0.18
C 1.16328 -28.92945 -17.66095 -0.17
O -0.17645 -29.20027 -17.20639 -0.24
C -0.61546 -30.48423 -17.58842 -0.10
H -1.79124 -23.14818 -15.18883 0.10
H -2.91848 -24.42747 -15.60650 0.08
H -2.12662 -23.68625 -16.93826 0.09
H 0.50844 -23.78576 -14.95674 0.12
H 0.57548 -23.86087 -16.67797 0.12
H 1.45780 -26.06691 -14.81589 0.10
H 2.29795 -25.15320 -15.98289 0.12
H 1.28682 -26.22712 -17.73122 0.13
H 1.65092 -28.26976 -15.81058 0.11
H 2.80607 -27.72411 -17.15542 0.13
H 1.70918 -29.85587 -17.45891 0.12
H 1.24438 -28.78193 -18.74193 0.12
H 0.02485 -31.17529 -17.02659 0.10
H -0.66224 -30.63247 -18.66835 0.10
H -1.58558 -30.76450 -17.17939 0.07
C -1.06849 -37.34278 -17.30815 -0.13
O -2.09393 -36.43053 -17.02733 -0.17
C -1.66841 -35.31364 -16.26068 -0.20
C -1.40405 -35.62519 -14.79162 -0.22
N -2.48133 -35.36318 -13.88582 -0.07
C -2.86403 -33.97255 -13.61319 -0.19
C -1.72653 -33.20411 -12.99797 -0.19
O -2.14137 -31.83199 -12.91686 -0.22
C -1.86220 -31.12007 -14.11479 -0.09
H -0.11025 -36.88329 -17.57986 0.09
H -1.28194 -38.04315 -18.11343 0.09
H -0.81202 -37.91568 -16.41002 0.08
H -2.46969 -34.58489 -16.37518 0.12
H -0.74351 -34.85578 -16.63028 0.12
H -0.46932 -35.16630 -14.45119 0.11
H -1.03605 -36.64209 -14.62057 0.12
H -3.18552 -36.07202 -13.79306 0.11
H -3.77209 -33.87653 -13.02196 0.12
H -3.04675 -33.54094 -14.60469 0.09
H -0.80994 -33.23558 -13.58673 0.11
H -1.58213 -33.55104 -11.97341 0.13
H -0.81666 -31.19051 -14.42488 0.08
H -2.04601 -30.07344 -13.87905 0.08
H -2.50935 -31.44855 -14.93243 0.08
C 1.50084 -28.38917 -9.45774 -0.17
O 0.30316 -28.75663 -8.79853 -0.12
H 2.10685 -27.62717 -8.95937 0.08
H 2.21508 -29.20309 -9.59254 0.08
H 1.29979 -27.99991 -10.45892 0.04
H 0.10522 -28.08908 -8.13838 0.08
C 2.82114 -23.96409 -11.48347 -0.16
O 1.49753 -24.34442 -11.84012 -0.13
H 3.00133 -24.19245 -10.42803 0.07
H 3.58610 -24.54700 -12.00305 0.07
H 2.95046 -22.89975 -11.66437 0.07
H 1.50734 -25.30453 -11.93298 0.03
C 2.99032 -31.30049 -13.20344 -0.15
O 1.65037 -31.28515 -13.71784 -0.17
H 3.74610 -31.62427 -13.91493 0.07
H 3.08930 -30.24806 -12.92542 0.07
H 3.12177 -31.90654 -12.30346 0.07
H 1.08481 -30.72081 -13.15682 0.02
```



[3]
C13H34ClDyIN3OP2 | ωB97M-V/def2-TZVPD

Calculated values
E_LUMO (alpha / beta) in Ha: -0.229 / -0.234
Kohn-Sham gap (alpha / beta) in eV: 8.7 / 8.6
Charge: +2
2S+1: 6

```
56
Properties=species:S:1:pos:R:3:lowdin_charge:R:1
C -1.08540 1.66437 -7.23850 -0.04
C -0.98367 0.50387 -6.29654 -0.60
H -1.24356 1.28021 -8.26399 0.12
H -0.15749 2.25211 -7.19979 0.10
H -1.93068 2.30331 -6.94606 0.10
O -1.06195 -0.66789 -6.54685 0.08
I -0.62175 0.91777 -3.99656 0.73
Dy -0.12928 0.26632 -0.61108 0.85
P -3.12202 0.23163 -0.54094 0.70
C -4.30947 -1.03816 0.04268 -0.27
C -3.78180 1.60706 0.48834 -0.27
H -4.87195 1.68848 0.33643 0.07
H -4.88238 0.93650 -2.17047 0.07
H -3.30283 2.55142 0.19903 0.04
H -3.22236 1.39765 -2.67238 -0.03
H -4.03156 -1.39306 1.04059 0.02
H -3.58168 1.41450 1.55559 0.04
C -3.83303 0.61643 -2.20224 -0.31
H -5.33100 -0.63666 0.10323 0.07
H -3.74690 -0.28507 -2.82238 0.04
H -4.32622 -1.88902 -0.64945 0.05
P 2.65028 0.00459 -1.31667 0.69
C 3.85277 -1.36712 -1.12918 -0.25
C 2.93708 0.40496 -3.08978 -0.31
H 3.11749 2.29617 -0.64447 0.04
H 4.62709 1.38775 -0.97262 0.07
H 3.74912 1.13454 0.56931 0.03
C 3.62933 1.33392 -0.50864 -0.26
H 2.29164 1.24630 -3.37261 -0.02
H 3.98625 0.65468 -3.28821 0.07
H 4.86825 -1.04258 -1.40685 0.07
H 3.56568 -2.19297 -1.80052 0.06
H 2.65104 -0.46917 -3.68645 0.05
H 3.87828 -1.72352 -0.09026 0.03
Cl -0.05725 2.67742 -0.23319 -0.09
C 3.03109 -0.96594 2.73692 -0.03
N 1.78114 -0.73107 3.45512 -0.14
C 1.92638 -0.45983 4.89454 -0.04
C 0.57249 -0.67798 2.81631 -0.37
N 0.50384 -0.24134 1.52828 -0.10
N -0.55185 -1.03775 3.45632 -0.13
C -0.55277 -1.81715 4.68569 -0.03
C -1.87953 -0.58646 3.04756 -0.03
H 3.73014 -1.36602 3.49112 0.11
H 3.47189 -0.04686 2.30584 0.08
H 2.90378 -1.69510 1.92436 0.09
H 1.01386 -0.00709 5.30577 0.09
H 2.17058 -1.39449 5.44274 0.11
H 2.75433 0.25506 5.05430 0.11
H 1.42401 0.16980 1.27899 -0.01
H -0.74191 -1.13028 5.52835 0.11
H -1.40313 -2.50845 4.66427 0.11
H 0.36948 -2.38755 4.82918 0.10
H -1.84713 0.26643 2.35076 0.06
H -2.46103 -1.39596 2.58690 0.09
H -2.40574 -0.30870 3.97817 0.11
```



Q: Which DFT total energy values were calculated for the entries above? A: -2273.4696 -4029.0293 -3080.4560, in a.u..
Q: Which max |F| values were calculated for the entries above? A: 1.1 3.2 5.0, in eV/A.